69
Properties=species:S:1:pos:R:3:forces:R:3:mulliken_charge:R:1 method="wB97M-V/def2-TZVPD" largest_force_ev_per_a=0.8 relative_energy_kcal_mol=32.30 homo_energy_ev=-8.64 total_energy_ha=-1606.4326 homo_lumo_gap_ev=9.26 smiles="COCCN(C(=O)CCC(=O)Nc1ccccn1)[C@@H](C(=O)NC1CCCC1)c1ccc(OC)cc1" charge=0
C -0.06805 -0.05137 4.43259 0.003 -0.028 0.004 -0.566
O -1.06817 0.72900 3.82255 -0.083 0.214 0.086 -0.482
C -0.99886 0.78112 2.42046 0.059 0.040 -0.223 0.266
C 0.14051 1.69396 1.91576 -0.367 -0.207 0.658 -1.368
N 0.20776 1.75192 0.47331 0.338 -0.166 -0.216 0.464
C -0.57831 2.51627 -0.31131 0.007 0.088 0.246 0.890
O -0.51812 2.44982 -1.53394 -0.040 0.210 -0.400 -0.745
C -1.54695 3.48325 0.34966 -0.126 0.022 -0.253 -0.554
C -2.82250 3.61461 -0.49551 0.047 -0.022 0.144 -1.047
C -3.60630 2.31494 -0.41543 0.117 0.413 -0.200 0.483
O -4.50430 2.14231 0.37873 -0.223 -0.051 0.262 -0.647
N -3.16257 1.37070 -1.29547 0.229 -0.009 -0.295 -0.052
C -3.57023 0.05273 -1.42831 -0.256 -0.413 0.083 0.605
C -4.62713 -0.51329 -0.71174 -0.086 0.039 0.101 -0.475
C -4.92524 -1.84242 -0.94056 0.196 0.013 -0.152 -0.622
C -4.17984 -2.56318 -1.86484 -0.040 -0.051 0.039 -0.286
C -3.15473 -1.90530 -2.52209 -0.136 -0.239 -0.010 -0.572
N -2.85153 -0.63659 -2.31137 0.127 0.426 -0.058 -0.514
C 1.16417 0.87255 -0.19358 -0.142 0.145 -0.093 -0.161
C 2.61117 1.26576 0.13220 -0.298 -0.189 -0.403 -0.602
O 2.92292 2.06618 0.98816 0.020 0.288 0.302 -0.717
N 3.49769 0.61281 -0.64252 0.131 -0.055 -0.204 -0.102
C 4.93191 0.75209 -0.50969 0.041 0.213 0.154 -0.044
C 5.57753 1.12120 -1.85536 -0.031 -0.057 -0.051 -0.902
C 6.06981 -0.20788 -2.42095 0.188 0.102 0.066 -0.583
C 6.60401 -0.92066 -1.18184 -0.052 -0.103 -0.049 -0.629
C 5.58243 -0.58557 -0.09067 0.153 0.000 0.034 -0.697
C 0.88667 -0.57651 0.12982 0.063 -0.108 -0.112 -1.052
C 1.59312 -1.26298 1.11369 -0.144 -0.037 -0.135 0.593
C 1.26478 -2.56338 1.43338 -0.131 -0.194 0.038 -1.284
C 0.21240 -3.21089 0.78215 0.104 0.160 0.048 1.051
O -0.04238 -4.48404 1.18368 0.258 0.209 0.108 -0.496
C -1.10512 -5.17997 0.57703 -0.182 -0.109 -0.102 -0.824
C -0.48838 -2.53125 -0.20912 -0.141 -0.307 0.052 -0.252
C -0.14554 -1.23000 -0.52884 0.270 0.159 0.106 -0.582
H -0.01928 -1.05060 3.98326 0.009 0.002 0.013 0.201
H 0.91932 0.41710 4.36500 0.024 -0.031 0.017 0.261
H -0.34889 -0.13691 5.48056 0.095 -0.054 0.009 0.293
H -1.97102 1.16335 2.09710 0.059 -0.030 -0.102 0.037
H -0.87283 -0.22870 2.00495 -0.044 0.091 0.009 0.145
H 0.02334 2.69507 2.33529 0.084 -0.084 0.011 0.554
H 1.09590 1.30802 2.26963 -0.071 0.158 -0.005 0.500
H -1.81660 3.18476 1.35849 0.064 0.056 0.069 0.416
H -1.04581 4.45414 0.39669 0.023 -0.052 0.079 0.301
H -3.44440 4.41335 -0.09165 -0.019 -0.115 -0.041 0.464
H -2.55436 3.84070 -1.52754 -0.008 0.036 0.052 0.378
H -2.36255 1.60842 -1.87770 -0.100 0.039 0.127 0.319
H -5.18167 0.08013 -0.00571 -0.001 0.037 0.018 0.499
H -5.73560 -2.31378 -0.40367 -0.057 -0.009 0.044 0.417
H -4.39156 -3.60136 -2.06863 0.002 -0.078 -0.046 0.461
H -2.53785 -2.40982 -3.25541 -0.005 -0.121 -0.042 0.397
H 1.00075 1.04372 -1.26607 0.111 -0.091 0.278 0.559
H 3.16287 -0.05152 -1.32286 -0.149 0.012 0.074 0.358
H 5.07865 1.53418 0.23833 -0.010 -0.124 -0.122 0.536
H 4.87093 1.63048 -2.50873 0.015 0.116 0.026 0.371
H 6.42512 1.78452 -1.68374 0.059 0.043 -0.013 0.301
H 6.82905 -0.07894 -3.19018 -0.038 -0.050 -0.111 0.377
H 5.23847 -0.77037 -2.84974 -0.056 -0.063 -0.077 0.265
H 6.71259 -1.99409 -1.32782 0.099 -0.035 0.024 0.371
H 7.58004 -0.51092 -0.91927 0.079 -0.014 -0.014 0.282
H 6.04661 -0.51617 0.89108 -0.050 -0.050 0.083 0.324
H 4.81215 -1.35739 -0.04129 -0.015 -0.005 0.050 0.133
H 2.40357 -0.77745 1.63782 0.120 0.047 0.079 0.675
H 1.80510 -3.10251 2.19548 0.068 -0.072 0.101 0.474
H -0.93647 -5.31354 -0.49630 -0.015 0.016 0.032 0.317
H -1.13231 -6.15463 1.06139 -0.040 0.055 -0.068 0.259
H -2.06084 -4.66980 0.73402 0.034 -0.005 -0.019 0.331
H -1.30543 -2.99555 -0.73804 -0.087 -0.090 -0.023 0.338
H -0.70255 -0.71571 -1.29845 -0.054 0.069 -0.088 0.588